Record 1
{"formula": "C22H34BrNO3P2Ti", "method": "the ωB97M-V functional and the def2-TZVPD basis", "species": ["Ti", "P", "P", "N", "H", "C", "H", "H", "H", "C", "H", "H", "H", "C", "H", "H", "H", "C", "H", "H", "H", "C", "H", "H", "H", "C", "H", "H", "H", "C", "C", "C", "C", "C", "C", "H", "H", "H", "H", "H", "C", "O", "C", "H", "H", "H", "C", "H", "H", "H", "Br", "C", "C", "C", "C", "C", "C", "C", "O", "O", "H", "H", "H", "H"], "coordinates": [[0.168768, -0.550507, -0.193118], [2.717833, -0.758972, -0.719011], [-2.507014, -0.210814, -0.307606], [0.089421, 0.019357, -1.894144], [1.066120, -2.548311, 1.124241], [3.194788, -2.247035, -1.656847], [4.284852, -2.378823, -1.619173], [2.871670, -2.122884, -2.699659], [2.697601, -3.129615, -1.232589], [3.799020, -0.746518, 0.742768], [4.831024, -0.977900, 0.443741], [3.432297, -1.493242, 1.460386], [3.754489, 0.247662, 1.209329], [3.363002, 0.611373, -1.737187], [4.462064, 0.622806, -1.709636], [2.967708, 1.556235, -1.339781], [3.012969, 0.491726, -2.771226], [-3.339139, -1.675192, -1.008474], [-4.425015, -1.632585, -0.844250], [-2.921398, -2.583241, -0.556334], [-3.126371, -1.706578, -2.085093], [-3.164784, -0.124616, 1.385126], [-4.261962, -0.150108, 1.354469], [-2.830300, 0.803912, 1.865206], [-2.789780, -0.979869, 1.963056], [-3.288473, 1.159719, -1.208822], [-4.384891, 1.100815, -1.148261], [-2.970825, 1.116070, -2.258670], [-2.942633, 2.110158, -0.784482], [0.024725, 0.843458, -2.933420], [-0.006357, 1.255549, -5.341792], [0.001990, 0.364537, -4.283438], [-0.023166, 2.261693, -2.723455], [-0.033349, 3.131894, -3.800797], [-0.020061, 2.641843, -5.114439], [0.000259, 0.868966, -6.360305], [-0.000282, -0.719343, -4.419352], [-0.042557, 2.613513, -1.687607], [-0.048977, 4.204007, -3.605068], [-0.020812, 3.337336, -5.954837], [0.090851, -3.087170, 0.893006], [-0.474027, -2.275186, -0.122858], [0.372594, -4.464528, 0.316266], [0.655461, -5.150114, 1.125234], [1.175619, -4.399001, -0.431860], [-0.525238, -4.861968, -0.181184], [-0.756400, -3.135396, 2.156828], [-1.819997, -3.275320, 1.915600], [-0.656332, -2.197052, 2.717042], [-0.428784, -3.974063, 2.787516], [-1.685194, 3.432426, 1.340724], [-0.721103, 2.955410, 2.912711], [-0.845718, 3.779607, 4.027861], [-0.278299, 3.413757, 5.254208], [0.436264, 2.212871, 5.369938], [0.615169, 1.395898, 4.250419], [0.065804, 1.788449, 3.017159], [0.275173, 0.955295, 1.825941], [0.390550, -0.322680, 1.939776], [0.291077, 1.431327, 0.640055], [-1.396829, 4.705928, 3.930688], [-0.406434, 4.071683, 6.114098], [0.857655, 1.916278, 6.336660], [1.175702, 0.457104, 4.314745]], "atomic_forces_ev_per_a": [[-0.87, 1.54, -3.66], [-0.42, 0.25, 0.29], [0.85, -0.09, 0.43], [0.09, -1.96, 2.92], [-0.51, -1.08, 0.39], [0.08, -0.11, 0.02], [-0.24, -0.04, -0.10], [0.04, -0.07, 0.32], [0.21, 0.24, -0.16], [0.37, -0.17, -0.03], [-0.13, 0.10, 0.29], [0.18, 0.21, -0.14], [0.02, -0.29, -0.10], [-0.01, 0.03, 0.06], [-0.26, 0.02, -0.07], [0.13, -0.22, -0.17], [0.04, 0.09, 0.29], [0.01, -0.10, -0.06], [0.23, 0.01, -0.08], [-0.10, 0.28, -0.10], [-0.08, -0.02, 0.23], [-0.56, 0.03, 0.07], [0.13, 0.04, 0.27], [-0.11, -0.23, -0.09], [-0.09, 0.21, -0.17], [-0.15, 0.17, 0.00], [0.24, 0.07, -0.04], [-0.06, 0.02, 0.23], [-0.13, -0.24, -0.18], [-0.09, 1.48, -1.53], [-0.01, 0.43, 0.00], [0.09, 0.17, 0.98], [0.06, -0.76, -0.11], [-0.07, -0.16, -0.20], [0.03, -0.10, 0.04], [-0.03, 0.14, 0.16], [0.03, 0.33, -0.09], [0.06, -0.06, -0.35], [-0.02, -0.19, -0.17], [0.00, -0.22, 0.22], [0.86, 0.84, -0.16], [-0.11, -0.78, 0.04], [0.09, -0.08, -0.03], [0.11, 0.04, -0.30], [-0.27, -0.19, 0.22], [0.21, 0.17, 0.18], [-0.10, 0.07, 0.19], [0.25, -0.10, -0.07], [-0.07, -0.32, -0.12], [-0.13, 0.26, -0.05], [0.17, 0.25, 0.46], [0.59, -0.21, 0.64], [0.00, -0.16, 0.18], [0.12, -0.30, -0.43], [-0.04, 0.04, -0.02], [-0.26, 0.50, -0.02], [-0.41, 0.48, 0.08], [0.14, -1.53, -1.38], [0.04, 1.21, 0.41], [0.28, -0.24, 1.23], [-0.06, -0.06, 0.09], [0.06, -0.21, -0.22], [-0.17, 0.14, -0.42], [-0.26, 0.42, -0.12]], "mulliken_charge": [-0.409, 1.388, 1.613, 0.129, -0.559, -1.029, 0.429, 0.299, 0.059, -1.464, 0.471, 0.347, 0.307, -1.232, 0.479, 0.270, 0.296, -1.254, 0.455, 0.188, 0.328, -1.190, 0.472, 0.157, 0.210, -1.075, 0.447, 0.282, 0.067, -0.534, -0.502, -0.407, 0.359, -0.656, -0.402, 0.356, 0.398, 0.322, 0.375, 0.346, 1.787, -0.365, -1.406, 0.396, 0.195, 0.296, -1.404, 0.233, 0.113, 0.515, -0.118, -0.156, -0.488, -0.558, -0.662, -0.335, 0.325, 0.867, -0.528, -0.451, 0.426, 0.373, 0.377, 0.434], "max_force_ha_per_bohr": 0.079, "e_homo_ev": [-6.48, -6.48], "lumo_energy_ev": [0.1, 0.1], "homo_lumo_gap_ev": [6.56, 6.57], "energy_ev": -142737.1445}

=====

Record 2
{"formula": "C22H34Cl2O3Tc", "method": "the ωB97M-V functional and the def2-TZVPD basis", "species": ["C", "C", "C", "C", "C", "C", "C", "C", "C", "C", "Tc", "Cl", "Cl", "O", "H", "H", "H", "H", "H", "H", "H", "H", "H", "H", "H", "H", "H", "H", "H", "H", "O", "H", "C", "C", "C", "C", "C", "C", "C", "C", "C", "C", "C", "C", "O", "H", "H", "H", "H", "H", "H", "H", "H", "H", "H", "H", "H", "H", "H", "H", "H", "H"], "coordinates": [[0.414789, -1.739242, -3.396274], [1.343484, -0.599064, -3.475186], [0.512253, 0.611806, -3.514224], [2.756311, -0.670818, -3.941677], [-0.874558, 0.167383, -3.560509], [-0.901328, -1.237899, -3.482583], [-2.107774, -2.091202, -3.618198], [0.797444, -3.160937, -3.412539], [0.963389, 1.987218, -3.842670], [-2.031598, 1.048374, -3.796414], [1.101814, 0.070138, -1.506629], [2.830317, 1.305959, -1.232137], [1.923401, -1.799033, -0.394512], [-0.332325, 1.021194, -0.763892], [3.209643, -1.611009, -3.610148], [3.336591, 0.142036, -3.503242], [2.794903, -0.584727, -5.037247], [1.919714, 2.217332, -3.360028], [0.225706, 2.719662, -3.475867], [1.074546, 2.113186, -4.926902], [-1.893798, 1.998728, -3.271278], [-2.944042, 0.563647, -3.432931], [-2.175366, 1.271481, -4.865108], [-3.000574, -1.552492, -3.292857], [-2.023215, -2.999151, -3.011701], [-2.263984, -2.391230, -4.664760], [1.758886, -3.341314, -2.924028], [0.856335, -3.514015, -4.450738], [0.046958, -3.769120, -2.896089], [-0.303002, 1.051029, 0.248692], [-3.173049, -2.145377, -0.084182], [-2.273646, -1.819117, -0.352483], [3.274873, 0.504131, 2.635954], [2.465633, 1.672586, 3.210193], [2.325469, 2.780176, 2.163802], [1.127485, 1.214297, 3.780033], [0.871551, 1.274157, 5.131150], [-0.338407, 0.828430, 5.672441], [-1.319259, 0.287562, 4.833021], [-1.116216, 0.196509, 3.471133], [-2.169026, -0.429013, 2.564655], [-2.359110, -1.916768, 2.865815], [-3.506971, 0.309232, 2.647501], [0.118215, 0.689738, 2.888830], [0.337913, 0.656304, 1.638130], [2.711690, 0.021182, 1.826772], [3.472260, -0.235275, 3.418971], [4.234064, 0.858708, 2.244838], [3.020035, 2.083927, 4.065854], [1.698081, 3.591930, 2.546566], [3.309582, 3.190191, 1.909635], [1.864481, 2.366380, 1.261234], [1.650360, 1.681194, 5.780985], [-0.507191, 0.898143, 6.742942], [-2.260454, -0.075653, 5.253835], [-1.794506, -0.345300, 1.537373], [-2.667901, -2.060647, 3.909942], [-3.101509, -2.338440, 2.179113], [-1.415201, -2.444439, 2.685261], [-3.360459, 1.365845, 2.402022], [-4.201704, -0.127022, 1.924947], [-3.932005, 0.238527, 3.655399]], "atomic_forces_ev_per_a": [[0.65, 1.73, -0.62], [-1.82, -0.34, -0.68], [-0.54, -0.72, -0.02], [0.31, -0.01, 0.12], [1.16, -0.72, -0.49], [0.43, 0.67, -0.06], [-0.41, -0.15, 0.25], [0.01, -0.51, 0.10], [0.06, 0.47, -0.32], [-0.44, 0.18, 0.27], [-2.53, -2.50, 1.38], [2.95, 2.16, 0.71], [0.78, -0.93, 0.71], [-1.18, 1.23, 0.55], [0.06, 0.08, -0.19], [0.10, -0.06, -0.20], [0.12, -0.16, 0.06], [-0.20, 0.03, -0.25], [0.26, -0.16, -0.14], [0.00, 0.26, -0.15], [-0.17, -0.06, 0.00], [0.03, 0.26, 0.00], [0.05, 0.01, 0.05], [0.03, -0.24, 0.12], [-0.18, 0.19, -0.03], [0.08, -0.01, 0.03], [-0.06, 0.06, -0.03], [0.09, -0.19, 0.00], [0.13, 0.01, -0.05], [0.15, -0.37, -2.05], [0.92, 0.38, -0.22], [-1.20, -0.42, 0.29], [-0.28, -0.19, 0.05], [-0.02, 0.05, 0.29], [-0.27, -0.02, -0.07], [0.62, 0.20, -0.10], [0.44, 0.19, -0.06], [-0.28, -0.14, -0.23], [0.10, 0.11, 0.33], [-0.80, -0.37, -0.51], [0.28, 0.16, -0.21], [0.24, -0.06, 0.13], [0.19, 0.14, -0.05], [0.16, -0.12, -0.71], [-0.11, -0.18, 2.06], [0.30, 0.08, 0.11], [0.01, -0.03, -0.08], [-0.15, -0.02, -0.02], [-0.01, -0.02, -0.02], [0.03, 0.01, -0.06], [-0.12, -0.10, 0.00], [0.20, 0.26, 0.11], [-0.23, -0.10, -0.07], [-0.01, -0.02, -0.07], [0.30, 0.09, -0.12], [-0.26, -0.14, 0.15], [0.06, -0.03, 0.06], [0.19, 0.19, -0.23], [-0.18, -0.04, 0.12], [-0.14, 0.00, 0.04], [0.16, -0.04, 0.02], [-0.05, 0.02, -0.02]], "mulliken_charge": [0.819, 0.195, 1.259, -1.673, 0.874, 0.900, -1.850, -1.971, -1.676, -1.914, 0.712, -0.612, -0.634, -0.779, 0.340, 0.290, 0.280, 0.292, 0.338, 0.261, 0.398, 0.437, 0.236, 0.391, 0.398, 0.283, 0.355, 0.277, 0.426, 0.568, -1.100, 0.124, -1.183, 0.426, -1.267, 0.577, -0.657, -1.043, -0.104, 0.099, 1.148, -1.479, -1.584, 0.172, -0.324, 0.106, 0.335, 0.376, 0.426, 0.334, 0.422, 0.043, 0.309, 0.341, 0.337, -0.266, 0.387, 0.437, 0.301, 0.342, 0.443, 0.302], "max_force_ha_per_bohr": 0.074, "e_homo_ev": [0.27, -0.21], "s_squared": 3.8458, "lumo_energy_ev": [4.5, 2.7], "multiplicity": 4, "homo_lumo_gap_ev": [4.21, 2.88], "energy_ev": -56750.1044, "charge": -2}

=====

Record 3
{"formula": "C22H34ClFNO18P", "method": "the ωB97M-V functional and the def2-TZVPD basis", "species": ["C", "C", "C", "C", "N", "C", "O", "O", "C", "C", "F", "P", "O", "Cl", "H", "H", "H", "H", "H", "H", "H", "H", "H", "H", "H", "H", "H", "H", "O", "C", "O", "C", "C", "O", "H", "H", "H", "H", "O", "C", "O", "C", "C", "O", "H", "H", "H", "H", "O", "C", "O", "C", "C", "O", "H", "H", "H", "H", "O", "C", "O", "C", "C", "O", "H", "H", "H", "H", "O", "C", "O", "C", "C", "O", "H", "H", "H", "H"], "coordinates": [[-1.986228, -0.003184, -1.184408], [-1.197057, 0.158002, -2.605458], [-1.026868, -1.328580, -3.353512], [-1.744736, 1.288822, -3.630659], [-3.138558, 1.777740, -3.479877], [-4.218741, 0.749088, -3.607502], [-4.210586, -0.367545, -4.340663], [-5.496811, 1.025166, -2.870066], [-6.035853, -0.210022, -2.280563], [-7.183071, -0.949216, -3.219205], [-6.754938, 0.189896, -1.013375], [-3.402120, 2.999093, -2.234322], [-1.925804, 3.921968, -1.879718], [-4.776203, 4.508976, -2.944210], [-2.143493, 0.987738, -0.578510], [-1.334571, -0.724339, -0.491406], [-3.001395, -0.605578, -1.363033], [-0.076478, 0.463757, -2.325419], [-0.680545, -2.141139, -2.579905], [-1.992625, -1.671532, -3.916747], [-0.172004, -1.225275, -4.164241], [-0.979662, 2.204959, -3.603601], [-1.633711, 0.845733, -4.733775], [-5.217173, -0.984869, -1.964691], [-7.755622, -1.791769, -2.637872], [-6.607378, -1.444995, -4.123580], [-7.987005, -0.201776, -3.655209], [-1.970515, 4.237804, -0.919888], [0.846070, -0.918525, 1.257480], [0.017739, -1.537598, 1.904242], [-1.152152, -2.023941, 1.396011], [-1.714801, -2.861513, 2.388406], [-1.107714, -2.349739, 3.654314], [0.139908, -1.833334, 3.231371], [-2.805486, -2.783766, 2.388472], [-1.431725, -3.898186, 2.178024], [-1.693085, -1.539028, 4.100840], [-0.968804, -3.139182, 4.398050], [-1.181800, -5.956641, 1.319948], [-1.093730, -5.718606, 0.126941], [-1.203501, -4.473520, -0.421864], [-0.820999, -4.587540, -1.779671], [-1.062730, -6.030310, -2.084586], [-0.873458, -6.663492, -0.833438], [-1.420074, -3.923015, -2.408285], [0.234389, -4.311231, -1.873978], [-2.085955, -6.219819, -2.425752], [-0.362192, -6.421690, -2.827368], [0.711775, 5.070521, 1.249231], [1.299784, 4.014064, 1.409940], [2.299240, 3.817470, 2.318738], [2.556192, 2.426151, 2.352720], [2.072057, 1.954837, 1.019878], [1.044320, 2.874384, 0.703169], [3.622063, 2.232303, 2.500978], [1.994972, 1.983222, 3.182135], [2.847853, 2.012113, 0.249062], [1.681693, 0.934071, 1.056098], [7.262582, 4.493656, -0.127207], [6.517458, 5.301084, 0.402447], [6.719483, 6.651139, 0.406025], [5.537870, 7.242314, 0.913226], [4.924222, 6.145013, 1.720913], [5.373056, 4.971635, 1.069878], [5.773415, 8.122567, 1.517637], [4.905772, 7.546480, 0.072382], [5.284290, 6.135499, 2.755108], [3.831802, 6.192508, 1.725332], [2.855113, 0.052788, 3.743443], [3.287575, -1.084387, 3.656884], [2.856811, -2.133870, 4.416162], [3.431092, -3.303687, 3.864185], [4.638484, -2.789293, 3.149625], [4.266511, -1.472791, 2.788274], [3.686087, -4.018791, 4.651105], [2.707712, -3.765529, 3.184107], [5.519769, -2.742504, 3.798043], [4.880793, -3.381217, 2.262737]], "atomic_forces_ev_per_a": [[0.28, -1.26, 0.07], [1.07, -0.79, 0.66], [0.39, 0.61, -0.19], [2.41, -0.58, -2.02], [-1.58, -1.66, 0.03], [-1.08, -3.89, -2.15], [0.92, 6.80, 4.39], [2.88, -1.66, -0.49], [-2.14, -1.03, 0.49], [0.50, 0.16, -0.43], [1.97, -0.55, -2.93], [-0.23, 1.19, 3.24], [-1.83, -1.16, -0.61], [1.14, -0.76, -0.46], [0.15, -1.85, -1.40], [-1.41, 1.70, -1.65], [1.97, 1.58, 0.45], [-2.48, -0.51, -0.62], [-0.70, 1.89, -1.48], [1.67, 0.71, 1.23], [-1.72, -0.23, 1.63], [-2.11, -1.80, 0.09], [-0.33, 0.95, 2.36], [-1.43, 1.83, -0.60], [1.34, 1.75, -0.87], [-1.17, 1.09, 1.86], [1.87, -1.32, 1.08], [-0.22, -0.86, -1.78], [-1.63, -1.47, 1.19], [1.06, 0.89, -0.88], [1.19, 0.77, 0.23], [-0.89, -1.02, 0.03], [-0.52, -0.15, 1.07], [0.28, 0.31, -1.25], [0.20, 0.10, -0.17], [-0.06, 0.18, 0.04], [0.09, -0.04, -0.03], [0.15, 0.20, -0.12], [0.21, 0.50, -2.44], [-0.14, -0.55, 1.93], [-0.07, -0.93, 0.73], [0.17, 0.74, -0.84], [-0.11, -0.45, -1.07], [-0.06, 0.57, 1.06], [0.06, -0.15, 0.31], [-0.08, -0.02, 0.02], [0.09, 0.03, 0.05], [-0.10, -0.07, 0.25], [1.09, -1.98, 0.29], [-0.83, 1.57, -0.24], [-0.90, 0.84, -0.91], [0.56, -0.77, 0.82], [0.46, -1.30, -0.42], [-0.23, 1.29, 0.50], [-0.25, 0.19, 0.06], [0.13, 0.18, -0.24], [-0.03, 0.10, 0.05], [0.02, 0.42, -0.06], [-1.66, 1.80, 1.18], [1.52, -1.69, -1.08], [0.13, -0.99, -0.05], [-0.31, 1.07, -0.02], [-0.93, 0.16, 0.83], [0.82, 0.00, -0.64], [0.12, -0.15, -0.18], [0.04, -0.05, 0.07], [-0.01, 0.00, -0.09], [0.18, -0.22, -0.01], [1.09, -2.74, -0.06], [-0.94, 2.08, 0.16], [0.36, 0.96, -0.37], [-0.30, -1.04, 0.23], [0.91, -0.59, -0.36], [-0.80, 0.51, 0.50], [-0.16, 0.22, -0.02], [0.04, 0.06, 0.03], [-0.09, 0.00, -0.04], [-0.03, 0.27, 0.06]], "mulliken_charge": [-0.269, 0.812, -0.635, -1.023, 0.196, 0.519, -0.546, -0.286, 0.522, -0.921, -0.349, 0.366, -0.482, -0.292, 0.232, -0.039, -0.194, 0.208, -0.261, 0.290, 0.345, 0.348, 0.274, 0.043, 0.317, 0.239, 0.272, 0.344, -0.639, 0.499, -0.136, -0.079, -0.449, -0.339, 0.373, -0.002, 0.247, 0.342, -0.590, 0.571, -0.104, -0.152, -0.454, -0.352, 0.202, 0.267, 0.277, 0.332, -0.618, 0.635, -0.361, -0.205, 0.367, -0.266, 0.350, 0.320, 0.205, -0.259, -0.560, 0.587, -0.320, -0.343, -0.222, -0.211, 0.305, 0.267, 0.244, 0.243, -0.546, 0.685, -0.284, -0.240, -0.381, -0.312, 0.338, 0.170, 0.271, 0.298], "smiles": "CC(C)CN(C(=O)O[C@H](C)F)P(O)Cl.O=C1OCCO1.O=C1OCCO1.O=C1OCCO1.O=C1OCCO1.O=C1OCCO1", "max_force_ha_per_bohr": 0.158, "e_homo_ev": -8.78, "lumo_energy_ev": 0.1, "homo_lumo_gap_ev": 8.92, "energy_ev": -86236.1716}